1.
95
Properties=species:S:1:pos:R:3:forces:R:3 method="wB97M-V/def2-TZVPD" gap_ev=5.86 e_homo_ev=-11.353 energy_ha=-3405.43487 total_charge=+1
C 4.58664 0.01006 2.23528 0.4 -0.6 -0.6
C 3.79783 -1.00652 1.16734 -0.4 0.4 0.6
C 2.17428 -0.60621 1.14531 0.4 -0.4 -0.5
C 1.39030 -1.04057 2.53000 1.5 0.5 -0.1
C -0.14841 -0.47764 2.64486 0.6 -1.2 1.7
N -0.29327 0.85032 1.91923 -0.4 3.9 -1.4
C 0.37795 2.05622 2.60539 -1.3 2.1 -3.5
C 0.37371 3.57432 1.94965 -1.7 -3.1 -1.9
C -0.38398 3.80781 0.51397 0.2 -3.9 1.8
C -0.47050 5.20959 -0.33205 -2.4 -0.6 -6.6
O -0.91109 5.12504 -1.61833 2.5 0.7 9.5
O -0.15069 6.55775 0.16251 -2.8 -3.5 -2.0
N 0.98206 6.58429 0.88619 7.1 -1.9 -2.5
C 2.06823 6.13408 0.14621 -0.2 -2.2 2.1
S 3.37212 5.10562 -0.35427 -4.6 4.0 1.7
C -1.12431 2.47000 -0.15625 2.5 0.2 3.6
C -1.04212 0.99685 0.61127 0.6 3.0 0.2
C -1.81007 -0.24940 -0.16019 0.2 1.1 -0.1
C -0.79333 -0.83138 -1.33359 -0.3 0.5 -0.3
O -0.68745 -2.29772 -1.26896 0.5 1.7 1.6
H 5.52177 0.41904 1.65022 -1.9 -0.5 1.4
H 4.99597 -0.55773 3.17543 -1.0 1.1 -1.8
H 3.88345 0.88865 2.56841 1.4 -1.6 -0.7
H 4.28077 -0.83437 0.11258 -1.2 -0.4 2.0
H 3.93837 -2.14425 1.44502 -0.3 2.4 -0.5
H 1.64167 -1.15762 0.25461 1.1 1.1 1.5
H 2.14590 0.56085 0.93105 -0.2 -2.4 0.6
H 1.45870 -2.22783 2.62987 -0.4 2.7 -0.1
H 2.01788 -0.55094 3.41892 -1.4 -1.3 -1.8
H -0.92986 -1.29104 2.33082 1.4 2.0 0.2
H -0.33838 -0.27872 3.80653 0.2 -0.3 -2.7
H 0.95680 1.91261 3.61209 -1.4 -0.1 -2.2
H 0.91024 4.49106 2.49448 -1.3 -2.4 -1.2
H -1.69428 2.59958 -1.17034 1.2 -0.4 2.1
H -2.74567 0.23954 -0.70506 2.0 -1.0 1.4
H -2.18723 -1.09520 0.56048 0.9 1.8 -1.4
H 0.23447 -0.26701 -1.24716 -1.8 -1.3 -0.1
H -1.24213 -0.54565 -2.40046 1.0 -0.9 2.4
H -0.33041 -2.57953 -0.36367 -0.7 0.7 -1.9
C -0.16244 1.44077 -5.04670 -0.3 0.3 0.5
C 0.78854 1.36357 -5.97965 -0.1 -2.0 -0.9
C 1.68360 2.51795 -6.26935 0.9 0.7 -0.6
O 2.56074 2.41087 -7.11915 -0.8 -0.3 0.6
C 1.47048 3.76197 -5.51331 0.2 -0.3 -0.3
C 0.51718 3.84006 -4.58284 0.1 2.0 0.7
C -0.35931 2.67703 -4.27419 -0.5 -0.7 0.1
O -1.21474 2.77341 -3.40063 0.4 0.0 -0.3
O 0.30967 5.00697 -3.87049 -0.1 -2.2 -1.0
O 0.97782 0.20577 -6.71162 0.3 2.0 0.7
H -0.81856 0.60867 -4.82433 0.0 0.0 -0.1
H 2.11623 4.59891 -5.74628 0.0 0.0 0.0
H -0.43268 4.81036 -3.25830 0.3 0.3 -0.2
H 1.72404 0.40050 -7.31949 -0.3 -0.1 0.2
C -4.28293 6.10028 0.32219 0.0 0.0 0.0
C -4.22213 4.93567 0.97081 1.0 -0.2 -0.6
C -5.29101 4.52329 1.92217 -0.7 -0.4 0.7
O -5.21717 3.43879 2.48911 0.4 0.5 -0.5
C -6.40803 5.45353 2.14915 0.3 -0.5 0.1
C -6.46686 6.61960 1.50304 -1.7 1.0 0.6
C -5.41229 7.01935 0.53133 0.3 1.0 -0.8
O -5.50334 8.08940 -0.06101 -0.1 -1.0 0.7
O -7.51239 7.49977 1.71365 1.9 -0.8 -0.8
O -3.16239 4.06781 0.78136 -1.5 0.5 0.7
H -3.51410 6.41157 -0.37374 -0.1 0.0 0.0
H -7.16886 5.14930 2.85648 0.0 0.0 0.0
H -7.32796 8.26820 1.13055 -0.1 -0.3 0.2
H -3.34996 3.29684 1.35989 0.0 0.3 -0.1
C 2.71212 -4.61749 5.18318 -0.4 0.5 0.0
C 2.93685 -5.93283 5.19283 2.2 -0.3 -0.3
C 1.82262 -6.90684 5.35842 -0.5 -1.2 0.1
O 2.05764 -8.11000 5.34426 0.1 1.1 0.0
C 0.46314 -6.37445 5.54003 0.2 -0.2 0.0
C 0.23911 -5.05900 5.53382 -1.7 0.1 0.3
C 1.34941 -4.08635 5.34064 0.7 0.5 0.0
O 1.10968 -2.88372 5.32122 -0.2 -0.5 -0.1
O -1.03566 -4.55176 5.70667 1.9 0.2 -0.3
O 4.21534 -6.43943 5.04803 -2.2 0.1 0.2
H 3.51237 -3.89840 5.06146 0.0 0.0 0.0
H -0.33492 -7.09279 5.67718 0.0 0.0 0.0
H -0.93635 -3.57574 5.66167 0.0 -0.5 0.1
H 4.11513 -7.41550 5.08699 0.1 0.3 0.0
C 0.88763 -7.00152 -4.51039 0.1 0.2 -0.3
C 0.36196 -6.94600 -3.28511 -0.3 -1.8 0.5
C 0.11178 -5.64298 -2.60895 -0.2 0.7 0.5
O -0.38992 -5.62310 -1.49050 0.3 -0.3 -0.5
C 0.48841 -4.41273 -3.32256 -0.1 -0.2 0.3
C 1.01727 -4.46862 -4.54641 0.3 1.7 -0.5
C 1.24168 -5.77021 -5.23318 0.3 -0.8 -0.9
O 1.71247 -5.78866 -6.36551 -0.3 0.4 0.9
O 1.37603 -3.31645 -5.22168 -0.2 -1.9 0.3
O 0.02910 -8.09919 -2.59848 0.2 2.0 -0.3
H 1.07272 -7.94169 -5.01451 0.0 0.1 0.0
H 0.31773 -3.47335 -2.81250 0.0 -0.1 0.0
H 1.73271 -3.62030 -6.08479 -0.2 0.1 0.3
H -0.33311 -7.79505 -1.73792 0.1 -0.2 -0.4

2.
115
Properties=species:S:1:pos:R:3:forces:R:3 method="wB97M-V/def2-TZVPD" gap_ev=7.93 smiles="NCc1cc(CCCCOC=O)c2c(c1)Sc1ccccc1N2.FC(F)C(F)(F)COC(F)(F)C(F)F.FC(F)C(F)(F)COC(F)(F)C(F)F.FC(F)C(F)(F)COC(F)(F)C(F)F.FC(F)C(F)(F)COC(F)(F)C(F)F" e_homo_ev=-7.605 energy_ha=-5624.50250 total_charge=0
N -0.08045 -3.66904 5.37391 0.0 -0.2 0.0
C -0.83989 -4.56736 4.48910 -0.1 0.1 -0.2
C -1.72302 -3.84522 3.50239 0.0 0.1 -0.1
C -1.17027 -3.20894 2.39250 -0.1 -0.1 0.2
C -1.94862 -2.50266 1.48610 0.0 0.0 0.1
C -1.31879 -1.80901 0.30389 0.2 -0.1 0.2
C 0.02774 -1.15892 0.61756 0.0 0.1 -0.2
C 0.45810 -0.19956 -0.49167 0.1 -0.3 0.3
C 1.83517 0.37727 -0.25901 -0.3 0.0 -0.1
O 1.86355 1.15060 0.97025 0.4 0.1 0.0
C 2.78312 0.77288 1.88156 0.0 -0.7 0.5
O 2.71438 -0.22257 2.55657 0.1 0.5 -0.6
C -3.33686 -2.45913 1.67945 0.0 0.0 0.0
C -3.89471 -3.08742 2.79042 0.1 0.1 0.1
C -3.09190 -3.76546 3.70174 0.1 0.1 -0.1
S -5.63380 -3.09708 3.07919 0.0 -0.2 -0.1
C -6.11576 -1.65812 2.19321 0.0 0.1 0.0
C -7.30644 -1.03449 2.54745 0.0 0.1 -0.1
C -7.76475 0.05316 1.82377 0.1 0.0 -0.1
C -7.01799 0.53490 0.75480 -0.2 -0.1 0.2
C -5.81535 -0.06681 0.42677 -0.1 0.1 -0.1
C -5.35771 -1.17391 1.12962 0.0 0.0 0.0
N -4.13409 -1.76807 0.72606 -0.2 -0.2 0.1
H -0.41340 -2.71911 5.28353 0.0 0.1 0.0
H 0.89645 -3.66738 5.12058 0.1 0.1 0.0
H -0.14141 -5.19606 3.93524 0.0 -0.1 0.1
H -1.46249 -5.23928 5.08050 0.0 0.0 0.0
H -0.09539 -3.25527 2.25864 0.0 0.0 -0.1
H -2.01251 -1.05287 -0.05854 0.0 0.0 -0.1
H -1.16720 -2.55176 -0.48509 -0.1 0.1 -0.2
H 0.80437 -1.92038 0.72097 0.0 0.0 0.2
H -0.03259 -0.61045 1.55814 0.1 -0.1 0.1
H -0.27001 0.60778 -0.57484 0.0 0.0 -0.2
H 0.50312 -0.75116 -1.43487 -0.1 0.2 -0.1
H 2.10221 1.06676 -1.05847 0.1 0.0 0.0
H 2.58086 -0.41674 -0.20783 0.0 0.0 0.1
H 3.63471 1.46377 1.97101 -0.2 0.2 0.0
H -3.54057 -4.24656 4.56214 -0.1 0.0 0.0
H -7.87690 -1.42063 3.38132 0.0 0.0 0.1
H -8.69407 0.53405 2.09587 0.0 0.0 0.0
H -7.37458 1.38746 0.19420 0.0 0.0 -0.1
H -5.22608 0.32310 -0.39258 0.1 -0.1 0.0
H -4.22497 -2.27482 -0.14341 0.1 0.1 -0.1
F 0.98870 1.27131 -5.73006 0.0 0.0 0.0
C 1.88354 1.99722 -6.43211 0.0 0.0 0.0
F 3.05825 1.33080 -6.44243 0.0 0.0 0.0
C 2.10466 3.36489 -5.78050 0.0 0.0 0.2
F 2.67515 3.20716 -4.56950 0.0 0.0 0.0
F 3.00633 3.98973 -6.59482 0.0 0.0 0.0
C 0.90342 4.31161 -5.69012 -0.2 0.5 -0.3
O 0.21604 4.36698 -4.45686 0.3 -0.3 0.2
C -0.82182 3.54007 -4.16747 -0.2 0.1 0.0
F -1.19439 2.78496 -5.21789 0.0 0.0 0.0
F -1.88405 4.30832 -3.82760 -0.1 0.0 -0.1
C -0.52372 2.67101 -2.94028 0.0 0.0 0.1
F 0.57847 1.92356 -3.15320 0.0 0.0 0.0
F -1.56992 1.83950 -2.72990 0.0 0.0 0.0
H 1.53219 2.11602 -7.46033 0.0 0.0 0.0
H 1.32407 5.30920 -5.80146 0.0 0.0 0.0
H 0.22102 4.16706 -6.52590 0.0 -0.2 0.0
H -0.37347 3.29883 -2.06013 0.0 0.0 0.0
F -1.59042 6.45064 -6.90631 0.0 0.0 0.0
C -1.56021 6.01020 -8.17965 0.0 -0.1 0.0
F -0.27645 5.68786 -8.47761 0.0 0.0 0.0
C -2.03248 7.08803 -9.15721 0.1 0.2 0.1
F -1.17262 8.12360 -9.14465 0.0 0.0 0.0
F -1.95845 6.48745 -10.38233 0.0 0.0 -0.1
C -3.47731 7.58253 -9.02146 -0.4 -0.1 -0.2
O -3.67374 8.79221 -8.32245 0.5 0.1 0.1
C -3.89030 8.83181 -6.97608 -0.2 0.1 0.0
F -3.99000 7.60690 -6.43334 0.0 0.0 0.0
F -5.06756 9.46544 -6.77017 -0.1 -0.1 0.0
C -2.82738 9.67525 -6.25810 0.0 0.0 0.0
F -1.59918 9.17045 -6.48394 0.0 0.0 0.0
F -3.07458 9.63561 -4.93172 0.0 0.0 0.0
H -2.17608 5.11111 -8.26572 0.0 0.0 0.0
H -3.78177 7.80958 -10.04181 0.0 0.0 0.0
H -4.12947 6.78927 -8.65498 0.1 0.0 0.1
H -2.87091 10.70681 -6.61133 0.0 0.0 0.0
F 7.94896 1.87783 -0.96481 0.0 0.0 0.1
C 7.71854 1.32827 -2.17328 0.0 0.0 -0.1
F 7.11004 2.24656 -2.95342 0.0 0.0 0.0
C 6.80002 0.10849 -2.05044 -0.1 0.1 0.1
F 5.57760 0.48984 -1.62612 0.0 0.0 0.0
F 6.67847 -0.35574 -3.32949 0.0 0.0 0.0
C 7.30428 -1.08269 -1.22712 0.2 -0.4 -0.1
O 6.82587 -1.19144 0.09744 -0.3 0.4 -0.1
C 7.46686 -0.63593 1.16568 0.0 -0.1 0.0
F 8.64616 -0.08273 0.83609 0.0 0.0 -0.1
F 7.71455 -1.62718 2.05096 0.1 -0.1 0.0
C 6.56267 0.36388 1.89694 -0.1 -0.1 0.1
F 6.17542 1.35128 1.06276 0.0 0.1 0.0
F 7.25201 0.91167 2.91998 0.0 0.0 0.0
H 8.66940 1.04472 -2.63173 0.0 0.0 0.0
H 6.88898 -1.95386 -1.73101 0.0 0.0 0.0
H 8.39027 -1.16344 -1.27740 0.0 0.1 0.0
H 5.67900 -0.15067 2.28238 0.0 0.0 0.0
F -2.20894 -7.36651 8.87272 0.0 0.0 0.0
C -1.84752 -7.14346 7.59411 0.0 0.0 -0.1
F -2.57769 -7.95435 6.79538 0.0 0.0 0.0
C -0.36426 -7.45869 7.38339 0.0 0.0 0.1
F -0.13542 -8.77323 7.56925 0.0 0.0 0.0
F -0.14327 -7.16839 6.06659 0.1 -0.1 -0.1
C 0.65277 -6.61327 8.15884 0.3 0.4 -0.1
O 1.19223 -7.18217 9.33556 -0.2 -0.5 -0.1
C 0.62439 -7.00738 10.56052 0.1 0.1 0.0
F -0.42432 -6.16876 10.53424 0.0 0.0 0.0
F 1.56143 -6.45994 11.37217 0.0 0.1 0.1
C 0.24933 -8.34906 11.20529 0.1 0.0 0.0
F -0.61772 -9.02025 10.42489 -0.1 0.0 0.0
F -0.34097 -8.10315 12.39586 0.0 0.0 0.0
H -2.05445 -6.10271 7.33056 0.0 0.0 0.0
H 1.50550 -6.53155 7.48743 0.0 0.0 0.0
H 0.27590 -5.60408 8.32511 -0.1 0.0 0.0
H 1.14713 -8.95036 11.35790 0.0 0.0 0.0